Entry 1:
{
  "formula": "C4H9N2O2",
  "method": "ωB97M-V/def2-TZVPD",
  "elements": ["C", "C", "C", "C", "N", "N", "O", "O", "H", "H", "H", "H", "H", "H", "H", "H", "H"],
  "xyz": [[0.94, 0.97, -0.14], [-0.15, 1.80, -0.12], [1.12, -0.36, 0.03], [2.42, -1.01, -0.05], [-2.11, -0.98, -0.45], [-0.80, 2.67, 0.28], [0.11, -1.17, 0.47], [-2.49, 0.16, 0.39], [1.87, 1.61, -0.41], [3.11, -0.83, 0.80], [2.16, -2.05, 0.10], [3.07, -0.72, -0.93], [-2.59, -0.66, -1.25], [-1.86, 0.07, 1.12], [-0.66, -1.02, -0.18], [-1.65, 3.31, 0.35], [-2.49, -1.79, 0.01]],
  "homo_energy_ev": -14.2,
  "de_lowest_ev": 4.522,
  "total_energy_ev": -11358.446,
  "molar_mass_g_mol": 117.128,
  "charge": 1
}


Entry 2:
{
  "formula": "C4H9N2O2",
  "method": "ωB97M-V/def2-TZVPD",
  "elements": ["C", "C", "C", "C", "N", "N", "O", "O", "H", "H", "H", "H", "H", "H", "H", "H", "H"],
  "xyz": [[1.39, 0.25, -0.32], [1.19, -1.00, 0.38], [-0.64, 0.61, 0.97], [-0.79, -0.52, -1.18], [1.55, -2.25, -0.34], [0.04, -0.27, -0.02], [1.73, -3.15, 0.43], [1.61, -2.24, -1.53], [1.85, 1.10, 0.02], [1.77, 0.22, -1.28], [1.31, -1.29, 1.90], [-0.19, 0.52, 2.08], [-0.57, 1.69, 0.86], [-1.63, 0.32, 1.11], [-1.58, -1.09, -0.87], [-1.24, 0.31, -1.64], [-0.08, -0.89, -2.07]],
  "homo_energy_ev": -15.7,
  "de_lowest_ev": 8.600,
  "total_energy_ev": -11354.367,
  "molar_mass_g_mol": 117.128,
  "charge": 1
}